Run a
One molecule with the formula CH4N2OS, computed with wB97M-V/def2-TZVPD.

Results
- LUMO level: 0.84 eV
- SMILES: O/N=C/NS
- Charge: 0

Bonds (Å) are listed after each position.
Atoms and positions in Å:
1 O -2.182 -0.465 -0.056  N2 1.384, H6 0.988
2 N -0.812 -0.593 -0.200  O1 1.384, C3 1.246
3 C -0.277 0.531 -0.193  N2 1.246, N4 1.421, H7 1.135
4 N 1.136 0.687 -0.175  C3 1.421, S5 1.688, H8 1.019
5 S 2.200 -0.623 -0.186  N4 1.688, H9 1.354
6 H -2.514 -1.328 -0.405  O1 0.988
7 H -0.823 1.508 -0.003  C3 1.135
8 H 1.537 1.505 0.281  N4 1.019
9 H 1.735 -1.221 0.936  S5 1.354



Run b
One molecule with the formula CH4N2OS, computed with wB97M-V/def2-TZVPD.

Results
- LUMO level: 0.87 eV
- SMILES: [H]/N=C/SON
- Charge: 0

Bonds (Å) are listed after each position.
Atoms and positions in Å:
1 H -2.771 1.908 -0.767  N2 1.030
2 N -2.294 1.370 -0.030  H1 1.030, C3 1.230
3 C -1.167 0.915 -0.220  N2 1.230, S4 1.728, H7 1.088
4 S -0.072 0.491 1.048  C3 1.728, O5 1.689
5 O 1.187 -0.220 0.176  S4 1.689, N6 1.393
6 N 1.736 -1.439 0.567  O5 1.393, H8 0.974, H9 0.974
7 H -0.603 0.605 -1.098  C3 1.088
8 H 1.312 -2.125 0.020  N6 0.974
9 H 2.671 -1.505 0.305  N6 0.974



Quick one: most stable of them? run a



Run a
A 2-piece molecular cluster, CH4N2OS overall, computed with wB97M-V/def2-TZVPD.

Results
- LUMO level (alpha / beta): -1.82 / -1.82 eV
- Charge: 0

Bonds (Å) are listed after each position.
Atoms and positions in Å:
1 C 1.260 1.433 0.715  N2 1.279, H6 1.151, H7 1.055
2 N 0.270 1.774 -0.019  C1 1.279, S5 1.596
3 N -0.941 -1.960 -0.599  O4 1.321, H8 1.001, H9 1.017
4 O -0.932 -1.243 0.510  N3 1.321
5 S -1.144 1.161 -0.431  N2 1.596
6 H 1.223 0.444 1.303  C1 1.151
7 H 2.108 2.055 0.800  C1 1.055
8 H -1.733 -1.610 -1.101  N3 1.001
9 H -0.111 -2.054 -1.179  N3 1.017



Run b
One molecule with the formula CH4N2OS, computed with wB97M-V/def2-TZVPD.

Results
- LUMO level: 0.53 eV
- SMILES: NC(=S)NO
- Charge: 0

Bonds (Å) are listed after each position.
Atoms and positions in Å:
1 N -0.266 1.450 0.060  C2 1.336, H6 1.033, H7 1.007
2 C 0.158 0.183 0.039  N1 1.336, S3 1.655, N4 1.356
3 S 1.736 -0.314 -0.029  C2 1.655
4 N -0.827 -0.739 0.174  C2 1.356, O5 1.400, H8 1.008
5 O -2.118 -0.333 -0.188  N4 1.400, H9 0.986
6 H -1.265 1.634 -0.124  N1 1.033
7 H 0.390 2.194 -0.119  N1 1.007
8 H -0.591 -1.620 -0.255  N4 1.008
9 H -2.667 -0.594 0.587  O5 0.986



Quick one: most stable of them? run b



Run a
A 2-piece molecular cluster, CH4N2OS overall, computed with wB97M-V/def2-TZVPD.

Results
- LUMO level (alpha / beta): -0.32 / -1.22 eV
- Charge: 0

Bonds (Å) are listed after each position.
Atoms and positions in Å:
1 C -1.425 -1.315 -0.515  N2 1.217, S5 1.707, H6 1.072
2 N -1.755 -2.441 -0.836  C1 1.217, H7 1.055
3 N 1.299 1.425 1.062  O4 1.257, H8 1.080, H9 1.030
4 O 0.351 1.088 0.308  N3 1.257
5 S -0.944 -0.838 1.052  C1 1.707
6 H -1.312 -0.470 -1.166  C1 1.072
7 H -2.093 -2.782 -1.775  N2 1.055
8 H 1.150 2.153 1.846  N3 1.080
9 H 2.175 0.942 1.306  N3 1.030



Run b
One molecule with the formula CH4N2OS, computed with wB97M-V/def2-TZVPD.

Results
- LUMO level: 0.78 eV
- SMILES: ON/C=N/S
- Charge: 0

Bonds (Å) are listed after each position.
Atoms and positions in Å:
1 O 0.197 -1.614 2.114  N2 1.420, H6 0.996
2 N 0.195 -1.620 0.694  O1 1.420, C3 1.434, H7 1.041
3 C -0.042 -0.250 0.344  N2 1.434, N4 1.281, H8 1.184
4 N -0.200 0.003 -0.902  C3 1.281, S5 1.733
5 S -0.021 1.698 -1.212  N4 1.733, H9 1.393
6 H 1.151 -1.686 2.390  O1 0.996
7 H -0.716 -2.052 0.429  N2 1.041
8 H -0.325 0.502 1.212  C3 1.184
9 H -1.050 1.790 -2.147  S5 1.393



Run c
One molecule with the formula CH4N2OS, computed with wB97M-V/def2-TZVPD.

Results
- LUMO level: 0.78 eV
- SMILES: ON/C=N/S
- Charge: 0

Bonds (Å) are listed after each position.
Atoms and positions in Å:
1 O -0.963 -1.985 -0.726  N2 1.405, H6 0.926
2 N 0.197 -1.233 -0.479  O1 1.405, C3 1.379, H7 1.058
3 C 0.003 0.126 -0.340  N2 1.379, N4 1.269, H8 1.130
4 N 0.580 0.823 0.550  C3 1.269, S5 1.732
5 S 0.273 2.523 0.433  N4 1.732, H9 1.392
6 H -1.450 -1.977 0.062  O1 0.926
7 H 0.867 -1.616 0.244  N2 1.058
8 H -0.813 0.465 -1.043  C3 1.130
9 H 1.305 2.873 1.298  S5 1.392



Quick one: most stable of them? run c



Run a
One molecule with the formula CH4N2OS, computed with wB97M-V/def2-TZVPD.

Results
- LUMO level: 0.75 eV
- SMILES: O/N=C/NS
- Charge: 0

Bonds (Å) are listed after each position.
Atoms and positions in Å:
1 O 1.805 1.114 -0.787  N2 1.345, H6 1.009
2 N 0.660 0.802 -0.153  O1 1.345, C3 1.288
3 C 0.422 -0.463 -0.181  N2 1.288, N4 1.369, H7 1.089
4 N -0.706 -0.970 0.404  C3 1.369, S5 1.739, H8 1.050
5 S -2.220 -0.115 0.377  N4 1.739, H9 1.370
6 H 1.881 2.099 -0.587  O1 1.009
7 H 1.045 -1.206 -0.676  C3 1.089
8 H -0.932 -1.967 0.164  N4 1.050
9 H -1.955 0.706 1.441  S5 1.370



Run b
One molecule with the formula CH4N2OS, computed with wB97M-V/def2-TZVPD.

Results
- LUMO level: 0.34 eV
- SMILES: [H]/N=N/CSO
- Charge: 0

Bonds (Å) are listed after each position.
Atoms and positions in Å:
1 H 1.986 0.259 1.424  N2 0.989
2 N 1.513 0.799 0.743  H1 0.989, N3 1.265
3 N 0.928 -0.164 0.166  N2 1.265, C4 1.489
4 C -0.147 0.156 -0.812  N3 1.489, S5 1.783, H7 1.076, H8 1.078
5 S -1.551 0.820 0.065  C4 1.783, O6 1.711
6 O -2.423 -0.589 0.491  S5 1.711, H9 0.975
7 H -0.505 -0.537 -1.554  C4 1.076
8 H 0.187 0.970 -1.433  C4 1.078
9 H -2.553 -0.653 1.455  O6 0.975



Quick one: most stable of them? run a



Run a
A 2-piece molecular cluster, CH4INOS overall, computed with wB97M-V/def2-TZVPD.

Results
- LUMO level: -0.07 eV
- SMILES: C=[NH+][O-].SI
- Charge: 0

Bonds (Å) are listed after each position.
Atoms and positions in Å:
1 C 1.558 -0.639 0.182  N2 1.271, H4 1.209, H5 1.095
2 N 0.817 0.108 0.895  C1 1.271, O3 1.266, H6 1.094
3 O -0.250 -0.209 1.496  N2 1.266
4 H 1.392 -1.790 -0.146  C1 1.209
5 H 2.401 -0.099 -0.261  C1 1.095
6 H 1.253 1.057 1.221  N2 1.094
7 S -1.893 1.085 -0.825  I8 2.274, H9 1.462
8 I -2.777 -0.978 -0.463  S7 2.274
9 H -2.501 1.464 -2.100  S7 1.462



Run b
One molecule with the formula CH4INOS, computed with wB97M-V/def2-TZVPD.

Results
- LUMO level (alpha / beta): -1.57 / -1.57 eV
- SMILES: C[S@@](=N)(=O)I
- Charge: 0

Bonds (Å) are listed after each position.
Atoms and positions in Å:
1 C -0.672 1.034 -0.222  S2 1.826, H6 1.121, H7 1.132, H8 1.123
2 S 0.358 -0.473 -0.229  C1 1.826, N3 1.850, O4 1.418, I5 2.525
3 N -0.302 -1.346 1.261  S2 1.850, H9 1.026
4 O 0.415 -1.003 -1.543  S2 1.418
5 I 2.690 0.346 0.292  S2 2.525
6 H -0.512 1.331 0.847  C1 1.121
7 H -0.164 1.634 -1.037  C1 1.132
8 H -1.741 0.813 -0.488  C1 1.123
9 H -0.072 -2.336 1.120  N3 1.026



Quick one: most stable of them? run b